The following is a quantum chemistry calculation of C11H10ClNPbS as an isolated structure at a distorted geometry, from the Open Molecules 2025 dataset.

Results
Total charge: -2
Orbital gap: 0.2166 Ha
Strongest force on any atom: 4.20 eV/Å
Energy relative to the best compared isomer or geometry (same formula, charge and spin): 12.0 kcal/mol

Positions of all 25 atoms, in Å:
H: 1.8778 -1.7460 0.0495
C: 0.6030 0.6626 -3.0603
Cl: 1.9909 1.9144 0.7521
H: -2.2611 -2.7901 1.0164
C: -0.3327 -2.1294 0.0596
S: -0.3496 0.3061 4.7631
C: -0.8153 0.7796 -2.9918
H: -2.1203 2.3626 -2.0960
C: -1.2122 -2.5476 1.1235
H: 2.2193 1.9916 -2.2822
H: 1.7512 -2.4242 2.7119
C: 0.1009 2.5661 -1.8737
C: -0.3659 1.6360 3.8925
C: 0.9876 -2.0409 0.6025
H: -0.6511 -1.8656 -0.9216
Pb: -0.3867 1.3281 0.5311
H: 0.2129 3.5097 -1.3540
C: -0.4616 -2.6054 2.3349
H: 1.1531 -0.1204 -3.5744
N: -0.5039 2.5100 3.0779
C: -1.1285 1.9603 -2.2725
C: 1.1641 1.7709 -2.3870
H: -0.8548 -2.7524 3.3468
H: -1.5301 0.1014 -3.4499
C: 0.9130 -2.3774 2.0015